Below is C39H46CrP2 as an isolated structure in a non-equilibrium geometry, with properties calculated with ωB97M-V with the def2-TZVPD basis set.

Each line ends with the Mulliken charge.
Geometry (Å):
Cr: 0.3972 -0.8955 -1.1877  0.48
C: -0.2227 -0.6661 -4.1574  -0.27
C: -0.1670 0.5613 -3.5554  -0.20
C: -1.3840 1.3497 -3.1510  -0.16
C: -2.3589 0.3979 -2.5046  -1.86
C: -1.6003 -0.4506 -1.4415  1.88
C: -1.3564 -1.8950 -1.6744  -0.24
C: -1.6774 -2.5042 -3.0756  -0.93
C: -1.3015 -1.6762 -4.3271  -1.19
C: -0.0753 0.5711 2.8666  -1.82
H: 0.6423 -0.8997 -4.7968  0.60
H: 0.7675 1.1393 -3.7334  0.64
H: -1.8418 1.9466 -3.9456  0.52
H: -1.0554 2.0562 -2.3974  -0.21
H: -3.1522 0.9666 -1.9921  0.56
H: -2.8894 -0.2299 -3.2328  0.43
H: -2.0971 -0.2235 -0.4845  -0.46
H: -1.5910 -2.6022 -0.8317  -0.10
H: -2.7209 -2.8079 -3.1797  0.33
H: -1.0979 -3.4426 -3.1281  0.45
H: -0.9545 -2.4155 -5.0520  0.38
H: -2.1909 -1.2450 -4.7954  0.40
H: 0.4592 -0.1776 2.2753  -0.31
H: -0.1046 0.2748 3.9121  0.76
H: 0.4747 1.5094 2.7572  0.50
P: 0.7923 1.2678 -0.1428  -0.28
P: -1.8048 0.7310 2.3784  2.02
C: -0.6725 2.2000 0.2045  -0.08
C: -1.7653 1.7987 0.9307  -1.37
C: 1.9157 2.4772 -0.7857  0.90
C: 1.6381 3.2169 -1.9510  0.06
C: 2.5108 4.2543 -2.2717  -1.04
C: 3.6302 4.5033 -1.4606  -0.60
C: 3.9113 3.7269 -0.3252  -0.79
C: 3.0575 2.6899 0.0255  -0.48
C: 2.0154 -0.5834 -2.2473  1.50
C: 1.4731 -1.8153 -2.6983  -0.59
C: 2.2868 -2.9190 -3.0373  -1.58
C: 3.6239 -2.6853 -2.9946  -0.86
C: 4.1614 -1.4462 -2.6322  -0.11
C: 3.3505 -0.3312 -2.2820  -0.97
C: -2.8241 1.4321 3.6415  0.08
C: -2.5841 2.7660 4.0237  -0.51
C: -3.4813 3.4017 4.8823  -0.66
C: -4.6024 2.6972 5.3708  -0.43
C: -4.7702 1.3414 5.0840  -0.67
C: -3.8742 0.6942 4.2282  -0.22
C: -2.3881 -0.9766 2.0108  0.14
C: -1.5296 -2.0620 2.3230  -0.45
C: -1.9109 -3.3692 2.0111  -0.64
C: -3.1758 -3.6469 1.4692  -0.62
C: -4.0558 -2.5784 1.2489  -0.68
C: -3.6491 -1.2536 1.5045  0.06
H: -0.7446 3.1447 -0.3231  0.77
H: -2.7011 2.2764 0.6581  0.38
H: 0.7921 2.9355 -2.5763  0.35
H: 2.3317 4.8523 -3.1650  0.42
H: 4.3020 5.3169 -1.7155  0.37
H: 4.7932 3.9335 0.2768  0.43
H: 3.2194 2.0160 0.8739  0.22
H: 0.4112 -2.0709 -2.6928  0.98
H: 1.7712 -3.8226 -3.3792  0.47
H: 4.2761 -3.5159 -3.3218  0.29
H: 5.2515 -1.3535 -2.6715  0.41
H: 3.7304 0.6763 -2.0783  0.25
H: -1.6935 3.2539 3.6311  0.41
H: -3.3021 4.4410 5.1862  0.38
H: -5.3258 3.2174 5.9847  0.38
H: -5.5984 0.7691 5.5181  0.38
H: -3.9488 -0.3730 3.9868  0.40
H: -0.6076 -1.8596 2.8642  0.36
H: -1.2412 -4.1883 2.2280  0.41
H: -3.4791 -4.6834 1.2506  0.39
H: -5.0788 -2.7845 0.9136  0.39
H: -4.3563 -0.4373 1.3558  0.50
C: 3.0615 -1.0005 2.8132  -1.63
C: 3.0274 -0.9021 1.2838  3.41
C: 4.4806 -1.1065 0.8200  -1.59
C: 1.9616 -1.7393 0.5668  -1.65
H: 3.1395 -2.0472 3.1476  0.33
H: 2.1864 -0.5714 3.2856  0.31
H: 3.8983 -0.4247 3.2400  0.41
H: 2.7581 0.1245 0.9857  -1.93
H: 4.8851 -2.0636 1.1600  0.43
H: 4.5659 -1.0838 -0.2674  0.18
H: 5.1308 -0.3140 1.2094  0.37
H: 2.4939 -2.4741 -0.0653  0.62
H: 1.4288 -2.3141 1.3410  0.11

Results
* energy above the lowest of the compared OMol25 structures with the same formula, charge and spin: 18.2 kcal/mol
* multiplicity: 5

---

Below is C5H8BrCl in the gas phase in a non-equilibrium geometry, with properties calculated with ωB97M-V with the def2-TZVPD basis set.

Each line ends with the Mulliken charge.
Geometry (Å):
C: 0.1710 -1.3686 -1.6453  -0.79
C: -0.3371 -1.0222 -0.4779  0.27
Cl: -1.2263 -2.2628 0.4007  -0.20
C: -0.3906 0.3187 0.2335  0.98
C: -0.2322 0.2609 1.6897  -1.47
C: 0.6687 1.1470 -0.4530  -1.61
Br: -2.1555 1.1550 -0.1965  -0.13
H: 0.3177 -2.3636 -1.9120  0.32
H: 0.6022 -0.6601 -2.3268  0.20
H: 0.0693 1.2188 2.0084  0.41
H: 0.7131 -0.4625 1.9102  0.31
H: -0.9391 -0.1127 2.3768  0.41
H: 0.5813 2.1274 -0.0848  0.47
H: 1.4973 0.7020 0.0297  0.42
H: 0.6602 1.3227 -1.5528  0.40

Results
* energy above the lowest of the compared OMol25 structures with the same formula, charge and spin: 0.0 kcal/mol
* SMILES: C=C(Cl)C(C)(C)Br

---

Below is an isolated ion of composition C31H28F2NO2S and charge +1 in a non-equilibrium geometry, with properties calculated with ωB97M-V with the def2-TZVPD basis set.

Each line ends with the Mulliken charge.
Geometry (Å):
C: -2.4767 2.8305 -0.7972  -1.23
C: -2.7885 1.3947 -0.3298  -0.96
C: -1.6212 0.4451 -0.5715  0.07
C: -0.5839 0.5086 0.2501  0.12
N: 0.2600 0.6390 1.1445  -0.39
C: 0.1940 0.1412 2.5246  -0.52
C: -0.8005 -0.9874 2.6306  0.39
C: -1.8408 -0.9088 3.5618  -0.62
C: -2.8430 -1.8824 3.5714  -0.58
C: -2.7882 -2.9578 2.6764  -0.55
C: -1.7096 -3.0696 1.7894  -0.57
C: -0.6988 -2.1013 1.7893  -0.12
S: 1.8989 1.9656 0.9036  1.36
O: 1.9989 2.1329 -0.5265  -0.45
O: 1.4990 3.0591 1.7591  -0.62
C: 3.2997 1.0474 1.5985  -0.07
C: 3.8053 1.4577 2.8379  -0.27
C: 4.8629 0.7523 3.4101  -0.66
C: 5.4091 -0.3690 2.7855  0.97
C: 6.5298 -1.1169 3.4374  -1.44
C: 4.8720 -0.7798 1.5637  -0.91
C: 3.8142 -0.0925 0.9646  -0.22
C: -1.5123 -0.4820 -1.7407  1.28
C: -2.7334 -0.3624 -2.6722  -0.56
C: -3.7849 -1.2808 -2.5385  -0.64
C: -5.0405 -0.9728 -3.0599  -0.48
C: -5.2621 0.2645 -3.6835  -0.70
C: -4.1609 1.0856 -3.9143  0.12
F: -4.3797 2.3577 -4.3967  -0.34
C: -2.8677 0.7203 -3.5347  0.06
C: -0.1732 -0.2155 -2.4425  0.11
C: 0.7321 -1.2440 -2.7048  -0.33
C: 2.0032 -0.9536 -3.2038  -0.94
C: 2.3875 0.3720 -3.4461  -0.53
C: 1.4459 1.3713 -3.2338  -0.23
F: 1.7954 2.6825 -3.4369  -0.37
C: 0.1661 1.0956 -2.7497  -0.02
H: -3.3981 3.4225 -0.8870  0.42
H: -1.7971 3.3585 -0.1107  0.33
H: -2.0197 2.8136 -1.7952  0.37
H: -3.0104 1.3823 0.7541  0.54
H: -3.6861 1.0408 -0.8572  0.35
H: 1.2071 -0.1705 2.8124  0.28
H: -0.0904 0.9753 3.1816  0.38
H: -1.8585 -0.0563 4.2442  0.38
H: -3.6665 -1.7916 4.2781  0.41
H: -3.5850 -3.7037 2.6681  0.40
H: -1.6510 -3.9084 1.0921  0.44
H: 0.1528 -2.1909 1.1075  0.49
H: 3.3423 2.2920 3.3671  0.48
H: 5.2602 1.0703 4.3715  0.42
H: 6.8078 -1.9925 2.8508  0.35
H: 7.4181 -0.4875 3.5456  0.36
H: 6.2570 -1.4516 4.4430  0.35
H: 5.2844 -1.6655 1.0864  0.33
H: 3.3620 -0.4603 0.0409  0.45
H: -1.4982 -1.5222 -1.3846  0.83
H: -3.5994 -2.2150 -2.0001  0.40
H: -5.8600 -1.6880 -2.9564  0.39
H: -6.2593 0.5729 -3.9869  0.47
H: -2.0148 1.3257 -3.8347  0.72
H: 0.4315 -2.2754 -2.4922  0.46
H: 2.7087 -1.7661 -3.4002  0.44
H: 3.3877 0.6352 -3.7839  0.51
H: -0.5329 1.9093 -2.5699  0.13

Results
* electronic energy: -54447.781 eV
* SMILES: CCC(=C=[N+](Cc1ccccc1)S(=O)(=O)c1ccc(C)cc1)C(c1cccc(F)c1)c1cccc(F)c1
* net charge: +1